# 1
The following is a quantum chemistry calculation of an isolated molecule of CH2N2O4 in a non-equilibrium geometry, from the Open Molecules 2025 dataset.

The total energy comes out at -12232.9601 eV. The value obtained for the frontier orbital gap is 9.60 eV.

```
! RIJCOSX wB97M-V def2-TZVPD def2/J DEFGRID3
* xyz 0 1
O -0.55 1.36 -0.96
C -0.28 0.27 -0.56
N 0.77 0.02 0.84
O 0.74 1.12 1.64
N -0.61 -1.04 -1.06
O -1.61 -1.49 -0.60
O 0.06 -1.45 -1.89
H 0.26 -0.67 1.25
H 1.23 1.89 1.33
*
```

***

# 2
The following is a quantum chemistry calculation of a structure of composition C41H42F15Ge3N3OPSSc in a non-equilibrium geometry, from the Open Molecules 2025 dataset.

The total energy comes out at -300837.6891 eV. The value obtained for the frontier orbital gap is 6.36 eV.

```
! RIJCOSX wB97M-V def2-TZVPD def2/J DEFGRID3
* xyz 2 1
Sc 0.86 0.42 -0.43
C 2.11 -4.53 -0.38
C 1.44 -3.34 -1.07
Ge 0.30 -2.31 0.16
C -1.53 -2.60 -0.48
C -1.93 -4.02 -0.07
C 0.40 -3.07 1.92
C 0.83 -2.32 2.93
Ge 1.37 -0.59 2.30
C 3.31 -0.33 2.40
C 4.00 -1.32 3.35
C 0.68 1.21 2.77
C 0.76 1.45 4.28
C 1.01 -2.79 4.33
C 1.13 -4.15 4.62
C 1.29 -4.58 5.92
C 1.35 -3.67 6.97
C 1.24 -2.31 6.70
C 1.08 -1.88 5.39
H 2.73 -5.09 -1.08
H 1.37 -5.22 0.02
H 2.74 -4.23 0.45
H 0.74 -3.67 -1.84
H 2.17 -2.72 -1.58
H -1.49 -2.48 -1.57
H -2.23 -1.87 -0.10
H -1.23 -4.77 -0.44
H -2.91 -4.26 -0.50
H -2.01 -4.13 1.01
H 0.10 -4.10 2.09
H 3.45 0.71 2.71
H 3.75 -0.42 1.42
H 3.68 -1.18 4.39
H 5.08 -1.17 3.32
H 3.80 -2.36 3.09
H -0.31 1.41 2.41
H 1.37 1.89 2.26
H 0.03 0.86 4.83
H 0.54 2.50 4.47
H 1.75 1.25 4.70
H 1.11 -4.87 3.81
H 1.38 -5.64 6.12
H 1.47 -4.01 7.98
H 1.29 -1.59 7.50
H 1.00 -0.82 5.19
C 3.63 -0.65 -2.94
P 3.46 -0.40 -1.14
C 4.67 0.93 -0.86
C 4.28 -1.87 -0.43
H 4.59 -1.11 -3.16
H 3.58 0.31 -3.45
H 2.84 -1.30 -3.33
H 5.63 0.63 -1.28
H 4.79 1.13 0.21
H 4.36 1.86 -1.35
H 5.31 -1.62 -0.18
H 4.29 -2.67 -1.16
H 3.78 -2.22 0.46
C 2.03 5.13 -3.89
N 1.95 4.02 -2.93
C 2.09 4.15 -1.49
C 1.88 2.72 -1.09
O 1.82 2.22 0.07
N 1.71 1.94 -2.13
C 1.70 2.75 -3.23
N 1.49 2.28 -4.44
H 2.27 6.03 -3.34
H 1.07 5.28 -4.38
H 2.81 4.95 -4.62
H 1.32 4.79 -1.05
H 3.07 4.52 -1.18
H 1.14 1.34 -4.53
H 1.42 2.89 -5.24
F -4.62 -1.66 -1.95
C -4.69 -0.91 -3.06
C -3.98 0.27 -3.16
C -4.03 0.94 -4.37
F -3.31 2.06 -4.55
C -4.81 0.50 -5.42
F -4.85 1.17 -6.57
C -5.54 -0.66 -5.28
F -6.28 -1.10 -6.28
C -5.48 -1.38 -4.09
F -6.16 -2.51 -3.97
Ge -2.80 0.93 -1.78
S -0.81 0.22 -2.32
C -2.85 2.88 -1.62
C -3.88 3.69 -2.07
F -4.91 3.18 -2.74
C -3.91 5.05 -1.84
F -4.91 5.80 -2.28
C -2.88 5.65 -1.14
F -2.88 6.96 -0.92
C -1.84 4.87 -0.66
F -0.82 5.44 0.01
C -1.86 3.52 -0.90
F -0.82 2.80 -0.37
C -3.41 0.45 0.01
C -2.54 0.20 1.03
F -1.18 0.29 0.80
C -2.91 -0.14 2.31
F -2.02 -0.40 3.27
C -4.27 -0.20 2.60
F -4.67 -0.52 3.82
C -5.20 0.08 1.61
F -6.48 0.05 1.90
C -4.76 0.41 0.34
F -5.69 0.72 -0.56
*
```

***

# 3
The following is a quantum chemistry calculation of a structure of composition C27H26N2O2PPdTe in a non-equilibrium geometry, from the Open Molecules 2025 dataset.

The total energy comes out at -55557.2688 eV. The value obtained for the frontier orbital gap is 5.98 eV.

```
! RIJCOSX wB97M-V def2-TZVPD def2/J DEFGRID3
* xyz -1 1
Pd 2.69 -12.51 9.64
N -0.03 -11.26 9.33
P 1.00 -10.47 8.14
C 0.43 -8.75 8.31
C -0.91 -8.48 8.31
C -1.45 -7.21 8.14
C -0.60 -6.07 8.04
C 0.77 -6.33 8.17
C 1.29 -7.63 8.37
C 2.66 -10.48 8.83
C 3.72 -10.78 7.96
C 5.02 -10.76 8.44
C 5.25 -10.39 9.76
C 4.23 -10.24 10.66
C 2.92 -10.31 10.24
C -0.87 -12.27 9.01
C -1.23 -13.26 9.92
C -2.04 -14.29 9.56
C -2.50 -14.39 8.25
C -2.21 -13.36 7.39
N -1.28 -12.39 7.70
H 0.44 -11.24 10.26
H -1.58 -9.34 8.41
H -2.52 -7.10 8.17
H -1.01 -5.10 8.17
H 1.48 -5.50 8.34
H 2.37 -7.79 8.58
H 3.51 -11.18 6.90
H 5.86 -11.05 7.79
H 6.27 -10.39 10.18
H 4.43 -10.16 11.66
H 2.10 -9.95 10.83
H -0.76 -13.33 10.86
H -2.32 -15.08 10.29
H -3.20 -15.10 7.96
H -2.57 -13.36 6.36
C 1.72 -15.40 8.56
O 1.43 -15.32 9.96
C 2.11 -14.34 10.68
O 1.95 -14.45 11.87
H 1.32 -14.52 8.05
H 1.31 -16.35 8.17
H 2.79 -15.41 8.44
C 7.59 -14.68 12.44
Te 5.97 -14.51 11.10
C 5.01 -13.31 12.58
C 5.89 -13.39 13.79
C 5.32 -13.07 15.02
C 6.11 -13.21 16.14
C 7.37 -13.75 16.13
C 7.90 -14.18 14.91
C 7.16 -14.02 13.76
H 8.50 -14.33 12.01
H 7.78 -15.75 12.58
H 4.02 -13.72 12.76
H 4.91 -12.28 12.22
H 4.32 -12.58 15.03
H 5.63 -12.91 17.09
H 7.93 -14.02 17.02
H 8.89 -14.75 14.94
*
```

***

# 4
The following is a quantum chemistry calculation of a structure of composition C5H10BFO5Tl in a non-equilibrium geometry, from the Open Molecules 2025 dataset.

The total energy comes out at -23653.7155 eV. The value obtained for the frontier orbital gap is 1.75 eV.

```
! RIJCOSX wB97M-V def2-TZVPD def2/J DEFGRID3
* xyz 1 1
Tl 0.92 3.38 0.31
B 4.07 0.90 0.00
H 4.87 0.19 -0.13
H 4.39 1.90 -0.23
H 3.19 0.63 -0.56
H 3.78 0.85 1.04
C -5.09 5.00 -1.68
C -3.63 4.63 -1.25
O -3.25 4.78 -0.04
O -2.85 4.21 -2.13
H -5.07 5.90 -2.28
H -5.78 5.10 -0.84
H -5.45 4.12 -2.22
C 1.66 -4.60 1.50
C 0.62 -4.97 0.47
O 0.19 -3.66 0.07
C 0.64 -2.67 0.96
O 0.33 -1.50 0.78
O 1.41 -3.25 1.91
F -0.33 -5.59 1.10
H 2.68 -4.61 1.13
H 1.76 -5.15 2.44
H 0.94 -5.60 -0.36
*
```

***

# 5
The following is a quantum chemistry calculation of a structure of composition C33H44Cl2FN6O5TeV in a non-equilibrium geometry, from the Open Molecules 2025 dataset.

The total energy comes out at -114835.5579 eV. The value obtained for the frontier orbital gap (spin up / spin down) is 6.21 / 3.71 eV.

```
! RIJCOSX wB97M-V def2-TZVPD def2/J DEFGRID3
* xyz 1 2
V 12.72 11.03 9.86
C 8.99 11.57 7.87
C 8.94 12.30 9.21
C 9.84 13.53 9.25
C 9.02 11.46 10.48
C 8.07 11.78 11.50
C 7.91 10.93 12.60
C 8.82 9.91 12.79
C 9.88 9.71 11.89
C 10.76 8.55 12.26
C 9.97 7.24 12.31
C 11.45 8.70 13.61
C 10.03 10.49 10.72
N 10.97 10.14 9.72
C 10.70 8.95 8.97
C 9.45 8.28 8.95
C 9.20 7.13 8.19
C 10.19 6.62 7.40
C 11.47 7.27 7.37
C 11.64 8.47 8.03
F 12.71 9.28 7.66
H 8.76 12.26 7.06
H 8.20 10.84 7.89
H 9.96 11.10 7.69
H 7.91 12.69 9.26
H 10.89 13.30 9.34
H 9.59 14.21 10.07
H 9.76 14.10 8.32
H 7.32 12.56 11.32
H 7.07 11.00 13.34
H 8.75 9.19 13.61
H 11.57 8.41 11.51
H 9.32 7.22 13.21
H 10.71 6.42 12.38
H 9.35 7.01 11.45
H 10.71 8.71 14.43
H 12.05 9.61 13.72
H 12.14 7.85 13.86
H 8.69 8.63 9.62
H 8.24 6.66 8.22
H 10.05 5.74 6.73
H 12.27 6.86 6.76
O 12.73 17.34 8.61
Cl 12.44 16.63 9.84
O 11.28 17.21 10.54
O 13.59 16.61 10.83
O 12.20 15.25 9.55
Cl 12.18 12.29 6.34
C 13.97 12.48 6.18
H 14.13 13.15 5.34
H 14.36 11.50 5.88
O 14.33 8.71 9.96
N 13.77 9.73 10.04
C 19.99 16.77 6.92
C 18.78 15.88 7.02
C 17.49 16.34 6.78
C 16.31 15.55 6.95
C 14.95 16.09 6.57
C 16.45 14.20 7.43
Te 14.73 13.06 8.06
C 17.77 13.70 7.69
C 18.00 12.28 8.03
C 18.84 14.57 7.52
H 20.07 17.28 5.95
H 20.92 16.15 7.04
H 19.95 17.51 7.73
H 17.39 17.30 6.25
H 15.11 17.12 6.16
H 14.18 16.13 7.35
H 14.50 15.51 5.76
H 17.77 12.15 9.08
H 19.03 11.95 7.89
H 17.40 11.61 7.39
H 19.80 14.12 7.72
C 15.12 15.54 14.67
C 13.56 15.78 14.65
C 13.17 16.98 13.88
C 12.78 14.49 14.26
N 13.28 13.75 13.06
C 12.69 13.67 11.86
N 12.86 12.48 11.29
N 13.69 11.81 12.21
N 13.95 12.58 13.21
H 15.58 16.30 15.29
H 15.54 15.60 13.66
H 15.42 14.58 15.09
H 13.29 15.96 15.71
H 13.27 16.88 12.77
H 13.73 17.84 14.25
H 12.13 17.18 14.07
H 11.68 14.79 14.14
H 12.81 13.82 15.15
H 12.13 14.46 11.40
*
```

***

# 6
The following is a quantum chemistry calculation of a structure of composition C25H47F3NNaO13S6 in a non-equilibrium geometry, from the Open Molecules 2025 dataset.

The total energy comes out at -132369.8359 eV. The value obtained for the frontier orbital gap is 5.83 eV.

```
! RIJCOSX wB97M-V def2-TZVPD def2/J DEFGRID3
* xyz 0 1
Na 3.92 -15.37 -18.68
C 10.18 -13.84 -21.12
F 11.08 -14.01 -22.06
F 10.76 -13.20 -20.14
F 9.22 -13.00 -21.57
S 9.40 -15.51 -20.55
O 10.40 -16.21 -19.71
O 8.18 -15.13 -19.82
O 9.21 -16.15 -21.84
C 2.56 -7.40 -22.14
C 3.90 -7.58 -22.88
C 4.99 -8.24 -22.04
C 4.47 -9.49 -21.52
N 4.04 -10.45 -21.06
H 2.48 -6.80 -21.24
H 2.19 -8.38 -21.82
H 1.82 -6.83 -22.71
H 4.25 -6.58 -23.15
H 3.66 -8.06 -23.82
H 5.35 -7.61 -21.22
H 5.81 -8.48 -22.71
C 8.82 -17.70 -13.87
C 9.20 -16.64 -12.87
C 8.00 -15.66 -12.71
S 6.47 -16.49 -13.23
O 6.09 -15.92 -14.53
O 5.48 -16.64 -12.20
C 7.38 -18.11 -13.59
H 9.56 -18.50 -13.86
H 8.88 -17.27 -14.87
H 10.07 -16.08 -13.22
H 9.46 -17.06 -11.89
H 8.12 -14.63 -13.04
H 7.87 -15.62 -11.63
H 6.85 -18.71 -14.33
H 7.37 -18.71 -12.69
C 6.27 -22.50 -21.94
C 4.78 -22.77 -22.22
C 3.92 -22.40 -20.93
S 5.01 -21.76 -19.67
O 5.56 -22.84 -18.76
O 4.44 -20.57 -19.07
C 6.32 -21.35 -20.89
H 6.85 -22.12 -22.78
H 6.82 -23.34 -21.51
H 4.58 -23.75 -22.64
H 4.50 -22.17 -23.08
H 3.37 -23.22 -20.47
H 3.33 -21.52 -21.19
H 7.23 -21.30 -20.30
H 6.11 -20.36 -21.31
C 2.30 -13.58 -26.49
C 3.83 -13.54 -26.50
C 4.31 -14.96 -26.33
S 3.17 -15.85 -25.15
O 3.70 -15.90 -23.80
O 2.63 -17.00 -25.84
C 1.94 -14.43 -25.22
H 1.89 -14.04 -27.39
H 1.74 -12.65 -26.51
H 4.18 -12.83 -25.75
H 4.19 -13.10 -27.43
H 5.32 -15.07 -25.93
H 4.40 -15.49 -27.28
H 2.13 -13.75 -24.40
H 0.89 -14.76 -25.19
C -4.75 -17.52 -20.94
C -4.73 -17.18 -19.46
C -3.38 -16.45 -19.02
S -2.13 -17.08 -20.25
O -1.68 -18.42 -19.89
O -1.14 -16.02 -20.55
C -3.40 -17.23 -21.58
H -5.56 -16.99 -21.45
H -4.98 -18.58 -20.95
H -4.97 -18.08 -18.90
H -5.58 -16.54 -19.24
H -3.09 -16.50 -17.97
H -3.41 -15.41 -19.33
H -3.04 -17.95 -22.31
H -3.38 -16.26 -22.08
C 1.39 -8.47 -15.90
C 2.71 -8.93 -15.31
C 2.36 -10.16 -14.52
S 0.90 -11.03 -15.29
O -0.19 -11.15 -14.36
O 1.35 -12.17 -16.10
C 0.62 -9.65 -16.49
H 1.56 -7.70 -16.65
H 0.86 -7.82 -15.19
H 3.26 -8.18 -14.75
H 3.29 -9.21 -16.19
H 1.88 -9.75 -13.64
H 3.12 -10.88 -14.20
H -0.41 -9.49 -16.80
H 1.24 -9.84 -17.37
*
```

***

# 7
The following is a quantum chemistry calculation of a structure of composition C13H25BO7PtS in a non-equilibrium geometry, from the Open Molecules 2025 dataset.

The total energy comes out at -42949.6535 eV. The value obtained for the frontier orbital gap is 2.56 eV.

```
! RIJCOSX wB97M-V def2-TZVPD def2/J DEFGRID3
* xyz 2 1
C 0.79 -2.72 2.83
C -0.34 -3.68 2.20
O -0.36 -3.73 0.75
B -1.30 -2.79 0.18
O -2.67 -2.92 0.56
C -0.69 -1.71 -0.88
C 0.50 -0.84 -0.19
C 1.17 0.24 -1.16
C 2.38 1.01 -0.37
C 1.83 1.73 0.98
C 2.91 2.21 -1.34
C 4.20 2.95 -0.74
O 0.22 1.19 -1.65
S -0.85 0.42 -2.71
O -0.16 -0.29 -3.85
O -1.75 1.46 -3.31
C -1.78 -0.83 -1.66
C -2.81 -0.03 -0.73
O -2.21 0.59 0.43
C -3.33 1.23 1.10
C -3.34 2.83 1.21
O -4.27 0.57 1.60
H 1.28 -3.26 3.73
H 1.65 -2.47 2.12
H 0.26 -1.81 3.27
H -1.33 -3.41 2.69
H -0.09 -4.75 2.56
H -3.22 -3.03 -0.25
H -0.15 -2.35 -1.70
H 0.15 -0.41 0.82
H 1.33 -1.60 0.07
H 1.67 -0.29 -2.10
H 3.22 0.27 -0.12
H 2.15 2.82 1.06
H 0.68 1.68 0.96
H 2.15 1.18 1.93
H 3.17 1.73 -2.36
H 2.08 3.00 -1.44
H 4.88 3.36 -1.57
H 4.83 2.29 -0.06
H 3.81 3.88 -0.18
H -2.29 -1.52 -2.43
H -3.31 0.78 -1.39
H -3.66 -0.77 -0.47
H -2.36 3.12 1.75
H -4.24 3.19 1.81
H -3.31 3.32 0.17
Pt 2.50 -1.84 -2.13
*
```

***

# 8
The following is a quantum chemistry calculation of a structure of composition C21H21N5O in a non-equilibrium geometry, from the Open Molecules 2025 dataset.

The total energy comes out at -31595.7659 eV. The value obtained for the frontier orbital gap is 7.41 eV.

```
! RIJCOSX wB97M-V def2-TZVPD def2/J DEFGRID3
* xyz 0 1
C 4.89 -4.67 -1.85
C 4.05 -3.83 -0.95
N 4.01 -3.98 0.35
N 3.29 -3.10 0.82
C 2.85 -2.48 -0.34
O 3.35 -3.00 -1.30
C 1.92 -1.43 -0.02
N 1.32 -0.99 1.05
C 2.45 -0.38 1.76
H 2.10 0.26 2.70
H 2.79 0.31 1.27
H 3.20 -1.17 2.09
C 0.79 -1.84 1.83
C -0.65 -2.43 1.44
C -1.59 -1.76 0.58
N -2.38 -2.68 0.43
N -2.02 -3.77 0.70
C -0.90 -3.74 1.40
H -0.65 -4.60 1.71
H -3.34 -2.53 -0.03
C -1.73 -0.38 0.27
C -1.18 0.58 1.35
C -1.45 1.97 0.92
C -2.02 2.35 -0.14
C -2.78 1.23 -1.30
C -2.49 0.11 -0.81
H -2.68 -0.61 -1.52
H -3.28 1.59 -2.00
C -2.13 3.78 -0.58
C -2.06 4.29 -1.95
C -2.36 5.50 -2.34
C -2.55 6.44 -1.48
C -2.74 6.09 -0.01
C -2.42 4.79 0.23
H -2.59 4.44 1.30
H -3.11 6.75 0.83
H -2.75 7.50 -1.78
H -2.09 5.93 -3.11
H -1.86 3.47 -2.74
H -0.96 2.65 1.61
H -0.62 0.57 2.18
H 0.54 -1.51 3.21
H 1.44 -2.83 2.24
H 0.98 -1.82 -0.65
H 2.10 -0.78 -0.79
H 4.18 -5.09 -2.64
H 5.57 -5.32 -1.41
H 5.57 -3.87 -2.54
*
```